Record 1
The following is a quantum chemistry calculation of a structure of composition C23H21N2O4PV, from the OMol25 dataset.

Computed properties:
* Kohn-Sham gap (spin up / spin down): 7.87 / 7.87 eV
* multiplicity: 4
* E_HOMO (spin up / spin down): -7.5 / -7.6 eV
* charge: 0

```
52
Properties=species:S:1:pos:R:3:forces:R:3:lowdin_charge:R:1
V -0.16131 -0.58267 0.02119 -0.40 -0.24 0.27 0.832
O 0.32330 -2.67541 0.18130 0.00 0.04 0.00 -0.059
C 0.23670 -2.55146 -1.07847 0.07 0.07 -0.04 -0.678
O -0.68394 -1.86985 -1.61206 0.04 -0.05 -0.07 -0.037
C 1.42834 -2.91424 -1.91358 0.02 0.03 0.01 -0.141
C 1.58578 -4.11291 -2.58934 0.00 0.00 0.00 -0.010
C 2.72878 -4.32220 -3.34643 0.01 0.00 0.00 -0.066
C 3.70522 -3.33825 -3.43140 -0.01 -0.01 0.00 -0.071
C 3.54422 -2.13905 -2.75467 0.00 0.00 0.00 -0.069
C 2.40723 -1.91597 -1.98571 -0.02 -0.02 0.01 -0.275
P 2.11266 -0.36256 -1.05507 0.00 0.07 0.04 1.110
C 2.42350 0.97688 -2.23626 0.03 -0.01 0.00 -0.346
C 3.71059 1.37539 -2.59960 0.00 0.00 0.00 -0.100
C 3.88783 2.37702 -3.53883 0.00 0.00 0.00 -0.080
C 2.78154 2.98941 -4.11679 0.00 0.00 0.00 -0.080
C 1.50199 2.60567 -3.74841 0.00 0.00 0.00 -0.065
C 1.31710 1.60170 -2.80626 -0.01 0.01 -0.02 -0.073
C 3.49285 -0.27278 0.12615 -0.01 -0.01 0.02 -0.351
C 3.78812 0.95792 0.71349 0.00 0.00 0.00 -0.097
C 4.75938 1.04815 1.69654 0.00 0.00 0.00 -0.078
C 5.43810 -0.09085 2.11120 0.00 0.00 0.00 -0.084
C 5.13950 -1.31825 1.54058 0.00 0.00 0.00 -0.077
C 4.16848 -1.41190 0.55211 0.00 0.00 0.00 -0.075
H 0.81948 -4.87444 -2.52780 0.00 0.00 0.00 0.123
H 2.85682 -5.25633 -3.87763 0.00 0.00 0.00 0.106
H 4.59196 -3.50495 -4.02866 0.00 0.00 0.00 0.105
H 4.30667 -1.37346 -2.82866 0.00 0.00 0.00 0.104
H 4.57440 0.91622 -2.13334 0.00 0.00 0.00 0.103
H 4.88749 2.68507 -3.81695 0.00 0.00 0.00 0.103
H 2.92174 3.77507 -4.84821 0.00 0.00 0.00 0.103
H 0.63830 3.09192 -4.18231 0.00 0.00 0.00 0.110
H 0.31016 1.33199 -2.50507 0.00 -0.01 0.01 0.080
H 3.25993 1.84963 0.39482 0.00 0.00 0.00 0.112
H 4.98629 2.00834 2.14149 0.00 0.00 0.00 0.105
H 6.19656 -0.01992 2.87990 0.00 0.00 0.00 0.103
H 5.66220 -2.20924 1.86356 0.00 0.00 0.00 0.105
H 3.93663 -2.37515 0.11521 0.00 0.00 0.00 0.108
C -0.17350 2.07049 3.46106 -0.06 0.07 -0.02 -0.002
C -0.49413 1.33996 2.19690 0.04 -0.22 0.11 -0.276
N -0.18737 0.08588 2.05499 0.39 0.27 -0.21 -0.091
O 0.57457 -0.41983 3.11943 -0.13 -0.15 0.01 -0.042
C -1.11041 1.99659 1.06928 0.00 0.10 -0.11 -0.296
C -1.81086 3.31366 1.12879 0.01 0.00 0.01 -0.040
N -1.00385 1.34178 -0.07535 0.02 0.10 0.03 -0.220
O -1.48307 1.84196 -1.13544 -0.01 -0.04 -0.05 -0.132
H 0.82529 1.80274 3.79964 0.01 0.01 0.00 0.084
H -0.86996 1.77752 4.24911 0.01 -0.01 0.01 0.102
H -0.23836 3.14501 3.31559 -0.01 0.00 0.00 0.078
H 0.64084 -1.36081 2.91695 0.03 0.01 -0.02 0.097
H -2.14273 3.55101 2.13831 0.01 0.00 0.01 0.072
H -2.67606 3.27608 0.46654 0.00 0.00 0.01 0.077
H -1.17900 4.13002 0.76737 0.00 0.00 -0.01 0.088
```
Positions in Å, forces in eV/Å.

=====

Record 2
The following is a quantum chemistry calculation of the molecule C23H21N3O4 at a distorted geometry, from the OMol25 dataset.

Computed properties:
* Kohn-Sham gap: 8.64 eV
* multiplicity: 1
* E_HOMO: -8.4 eV
* charge: 0

```
51
Properties=species:S:1:pos:R:3:forces:R:3:lowdin_charge:R:1
C -2.99003 -3.45953 -1.31067 -0.22 -0.04 -0.11 -0.108
C -4.48389 -3.70688 -1.14720 0.14 -0.05 0.19 -0.254
C -5.02144 -3.14709 0.17698 -0.05 -0.04 -0.29 -0.175
C -4.91197 -1.65020 0.22571 0.06 -0.10 0.21 -0.256
C -3.88922 -1.02304 0.91909 -0.20 -0.08 -0.09 -0.036
C -3.76191 0.35722 0.93629 0.05 0.37 0.06 -0.009
C -4.67631 1.13696 0.24348 -0.11 -0.21 -0.04 -0.254
O -4.66958 2.51048 0.18829 -0.18 -0.11 -0.14 -0.030
C -3.65914 3.21508 0.86301 -0.04 0.18 0.02 -0.102
C -2.31645 3.04603 0.22939 0.56 -0.25 0.14 -0.311
N -1.27883 2.45852 0.73506 -0.39 0.08 0.27 0.208
C -0.33617 2.57990 -0.25400 -1.00 0.52 -0.32 -0.292
C 1.00488 2.05502 -0.13544 0.61 -0.18 -0.05 -0.171
C 1.93196 2.23141 -1.16187 -0.23 -0.09 0.36 -0.004
C 3.21017 1.72747 -1.04775 0.21 -0.01 -0.14 0.007
C 3.58435 1.03228 0.10265 -0.38 0.19 -0.12 -0.210
N 4.85553 0.49291 0.28465 0.20 -0.22 0.30 0.137
C 5.93532 0.53233 -0.56128 0.01 0.02 -0.02 -0.387
O 5.94796 1.07442 -1.64376 0.04 0.00 -0.03 0.105
C 7.11465 -0.16821 -0.01178 -0.03 -0.43 0.83 -0.186
C 7.34576 -0.86237 1.15490 -0.29 0.45 -0.68 -0.010
C 8.68214 -1.30430 1.09259 0.38 0.11 -0.46 -0.051
C 9.16651 -0.84977 -0.10038 0.23 -0.52 0.83 -0.101
O 8.23396 -0.17102 -0.76303 -0.29 0.36 -0.49 0.082
C 2.65453 0.85645 1.13040 0.17 -0.01 -0.10 -0.018
C 1.37888 1.36184 1.01487 -0.07 0.14 -0.23 -0.022
N -0.79988 3.21511 -1.30145 1.16 -0.28 -0.34 0.143
O -2.08557 3.52404 -0.99623 -0.83 0.09 0.45 0.063
C -5.71058 0.51921 -0.45749 0.11 0.21 0.02 0.003
C -5.82180 -0.85437 -0.46356 0.09 0.09 0.06 -0.032
H -2.63677 -3.87254 -2.25274 0.11 -0.01 -0.06 0.068
H -2.43444 -3.92859 -0.50113 0.11 -0.04 0.09 0.073
H -2.77725 -2.39296 -1.30091 0.10 0.08 -0.01 0.069
H -4.68005 -4.78103 -1.18213 -0.06 0.00 -0.07 0.103
H -5.02064 -3.24071 -1.97594 -0.08 -0.05 -0.03 0.104
H -4.46088 -3.58698 1.00416 -0.04 -0.03 0.05 0.112
H -6.06924 -3.43835 0.28210 0.02 -0.03 0.10 0.113
H -3.16873 -1.61804 1.46174 0.07 -0.08 0.06 0.116
H -2.94307 0.80105 1.47970 0.05 0.03 0.03 0.093
H -3.58727 2.91999 1.91698 0.05 0.07 -0.16 0.140
H -3.95435 4.26668 0.79295 0.06 -0.16 0.11 0.144
H 1.63169 2.76898 -2.04705 0.03 0.05 -0.13 0.116
H 3.92547 1.86493 -1.84071 0.00 0.00 -0.01 0.102
H 4.98422 0.01125 1.16278 0.05 0.08 -0.18 0.127
H 6.66528 -1.04641 1.96230 -0.19 0.00 0.12 0.107
H 9.20695 -1.87742 1.82871 0.17 -0.11 0.10 0.103
H 10.12915 -0.94863 -0.56233 0.07 0.06 -0.16 0.127
H 2.94181 0.31803 2.02319 0.02 -0.05 0.09 0.110
H 0.65762 1.22889 1.80576 -0.04 -0.03 0.08 0.109
H -6.41368 1.14101 -0.98871 -0.10 0.07 -0.06 0.118
H -6.62967 -1.31906 -1.01018 -0.11 -0.05 -0.06 0.117
```
Positions in Å, forces in eV/Å.

=====

Record 3
The following is a quantum chemistry calculation of a structure of composition C23H22AlBrN2S, from the OMol25 dataset.

Computed properties:
* Kohn-Sham gap: 7.21 eV
* multiplicity: 1
* E_HOMO: -14.3 eV
* charge: +2

```
50
Properties=species:S:1:pos:R:3:forces:R:3:lowdin_charge:R:1
Al -1.56051 -0.53930 1.65566 0.12 0.06 0.29 0.489
C 1.92364 -1.92657 -4.28759 -0.01 0.01 0.01 -0.028
C 1.68569 -0.66058 -3.45012 -0.01 0.01 -0.02 -0.558
C 2.70077 0.42189 -3.84693 -0.01 -0.01 0.01 -0.031
C 0.27954 -0.13863 -3.74712 0.01 -0.01 0.01 -0.065
C 1.87151 -1.00032 -1.97537 -0.01 0.00 0.03 -0.140
C 3.12146 -1.48459 -1.53331 0.02 -0.01 0.02 0.007
C 3.37296 -1.82029 -0.22206 0.02 0.01 -0.03 -0.031
C 2.33588 -1.66672 0.69366 -0.08 0.02 0.06 -0.416
S 2.31542 -1.99638 2.40413 -0.02 -0.01 -0.01 1.253
C 0.69814 -1.51184 2.50438 0.08 -0.02 -0.08 -0.477
N 0.18298 -1.11213 1.33441 -0.14 -0.04 -0.09 0.023
C 1.09543 -1.19344 0.28225 0.10 0.00 -0.03 -0.253
C 0.85413 -0.85847 -1.04691 -0.01 0.00 -0.05 0.043
C -0.15311 -1.49055 3.70035 -0.10 -0.02 0.03 -0.236
C 0.28467 -1.91345 4.94705 0.01 0.00 -0.02 -0.005
C -0.60215 -1.88951 6.01553 0.01 0.00 0.01 -0.020
C -1.90714 -1.45504 5.83708 0.00 0.00 -0.01 -0.028
C -2.34501 -1.02759 4.58531 0.03 0.02 0.04 -0.066
C -1.47609 -1.03172 3.50484 -0.09 0.03 -0.14 -0.145
H 1.78237 -1.69979 -5.34461 0.00 0.00 0.00 0.097
H 1.22395 -2.71743 -4.01227 0.00 -0.01 0.00 0.096
H 2.93621 -2.31068 -4.16685 0.00 0.00 0.01 0.086
H 2.57069 0.67821 -4.89859 0.00 0.00 0.00 0.096
H 3.72911 0.08621 -3.71610 0.00 0.00 0.00 0.085
H 2.56131 1.32857 -3.25487 0.00 0.00 0.00 0.093
H 0.20001 0.09440 -4.80832 0.00 0.00 0.00 0.096
H 0.06361 0.78087 -3.19554 0.00 0.00 0.00 0.081
H -0.48789 -0.88282 -3.52084 0.00 0.00 0.00 0.087
H 3.92011 -1.60286 -2.25226 0.01 0.00 0.00 0.125
H 4.34251 -2.19023 0.08154 0.00 0.00 -0.01 0.128
H -0.12396 -0.50436 -1.34896 0.00 0.00 0.01 0.099
H 1.29899 -2.26440 5.09460 0.00 0.00 0.00 0.119
H -0.27168 -2.21881 6.99095 0.00 0.00 0.00 0.127
H -2.58985 -1.45009 6.67590 0.00 0.00 0.00 0.124
H -3.36921 -0.69513 4.47330 0.00 0.01 0.00 0.111
C -1.20219 4.67733 -0.03496 0.01 0.02 0.00 -0.007
C -1.92744 3.36728 0.01898 -0.02 -0.06 -0.01 -0.196
C -3.19090 3.18748 -0.54429 0.03 0.02 0.01 0.063
C -3.85215 1.96268 -0.48745 -0.06 -0.07 -0.03 -0.012
C -3.19767 0.94960 0.15491 0.07 0.02 -0.03 -0.616
Br -3.82988 -0.83473 0.37016 0.08 -0.04 0.00 1.082
N -1.98867 1.08349 0.71689 -0.06 0.03 0.04 -0.032
C -1.35826 2.26947 0.64895 0.01 0.03 0.00 0.009
H -1.75755 5.40846 -0.61693 0.00 0.00 0.00 0.096
H -0.21747 4.55707 -0.48675 0.00 0.00 0.00 0.102
H -1.06147 5.07810 0.96951 0.00 0.00 0.00 0.106
H -3.67329 4.01873 -1.04363 0.00 0.00 0.00 0.146
H -4.82691 1.81787 -0.93062 0.00 0.00 0.00 0.139
H -0.38063 2.32075 1.11292 -0.01 0.00 0.01 0.156
```
Positions in Å, forces in eV/Å.

=====

Record 4
The following is a quantum chemistry calculation of a structure of composition C23H22AuF5N5O4, from the OMol25 dataset.

Computed properties:
* Kohn-Sham gap (spin up / spin down): 7.11 / 7.12 eV
* multiplicity: 1
* E_HOMO (spin up / spin down): -5.2 / -5.2 eV
* charge: -1

```
60
Properties=species:S:1:pos:R:3:forces:R:3:lowdin_charge:R:1
Au 1.21077 1.04361 1.19372 0.06 0.13 0.74 0.966
C 1.85483 -0.58455 4.35818 -0.01 0.00 -0.03 -0.022
C 1.02003 -1.42415 3.45974 -0.05 -0.01 -0.10 -0.367
N 0.56486 -1.08109 2.27054 0.03 -0.01 0.22 0.097
C -0.16271 -2.13871 1.79874 -0.06 -0.19 -0.04 -0.123
C -0.13593 -3.15423 2.72130 -0.01 0.13 0.00 -0.082
N 0.61544 -2.67545 3.76404 -0.03 -0.11 0.01 0.175
C -0.68851 -4.52784 2.80741 0.14 -0.06 -0.07 -0.523
O -1.36745 -4.94694 1.78167 -0.04 -0.09 0.01 0.100
O -0.45845 -5.19289 3.80340 -0.03 0.00 0.10 0.053
C -0.87426 -2.08727 0.47592 -0.02 0.24 0.08 -0.582
O -1.47985 -3.13704 0.11486 -0.01 -0.14 -0.06 0.009
O -0.82261 -1.01440 -0.13595 0.02 -0.07 -0.16 -0.027
H 2.21297 0.27488 3.79787 0.02 0.02 0.01 0.048
H 2.70398 -1.15216 4.74193 0.01 -0.01 0.01 0.080
H 1.26720 -0.21290 5.19766 -0.01 0.01 0.02 0.083
H 0.79405 -3.22042 4.59368 0.01 0.04 -0.02 0.164
H -1.41772 -4.19139 1.03088 -0.08 0.06 -0.01 0.044
N -6.78997 0.08813 -6.26259 0.07 0.03 0.03 0.143
C -5.90827 0.44348 -5.61437 -0.26 -0.12 -0.15 -0.195
C -4.81695 0.89115 -4.80775 0.26 0.12 0.17 -0.243
C -4.21973 2.12357 -5.06601 -0.08 -0.10 -0.01 -0.029
C -3.16366 2.55881 -4.29184 0.09 0.01 0.06 -0.007
C -2.68623 1.77495 -3.24214 -0.10 -0.04 -0.07 -0.159
C -3.28558 0.53923 -2.97914 0.07 0.12 0.00 0.023
C -4.33760 0.10504 -3.75853 -0.06 0.03 -0.07 -0.011
N -1.60909 2.22244 -2.45887 -0.05 -0.01 -0.02 -0.012
C -0.99155 3.46374 -2.47993 0.07 0.05 0.06 -0.059
C -0.01441 3.40298 -1.53757 -0.12 0.12 -0.05 -0.126
N -0.00649 2.16806 -0.93798 -0.09 -0.05 -0.26 0.045
C -0.96188 1.48872 -1.50493 0.08 -0.07 0.10 -0.133
H -4.58510 2.73603 -5.87914 0.00 0.00 0.00 0.118
H -2.70347 3.51054 -4.51248 0.00 0.00 0.00 0.101
H -2.93793 -0.08440 -2.16847 0.03 -0.02 0.04 0.116
H -4.79599 -0.85182 -3.55078 -0.01 -0.01 0.00 0.125
H -1.30673 4.26222 -3.12251 -0.02 0.05 -0.03 0.098
H 0.66737 4.17857 -1.23543 0.04 0.04 0.01 0.100
H -1.20309 0.47040 -1.24872 -0.01 -0.07 0.01 0.079
F -0.00522 3.53055 2.30108 0.02 -0.05 -0.02 -0.037
C -0.01087 2.16202 2.55997 -0.05 0.10 0.00 -0.474
F 0.38684 2.07246 3.89978 0.01 -0.04 -0.08 -0.042
C -1.50808 1.82083 2.62089 -0.09 -0.04 0.06 -0.614
F -1.70898 0.55517 3.02196 0.02 0.06 0.00 0.127
F -2.09462 1.96515 1.42193 0.06 0.00 -0.03 0.122
F -2.19164 2.61010 3.48046 0.04 -0.01 -0.01 0.118
C 4.96504 -0.08943 -0.68269 -0.07 -0.01 -0.01 -0.067
C 3.69767 -0.51953 0.07351 0.51 0.23 0.17 -0.698
C 3.00908 -1.67132 -0.68356 -0.13 0.04 -0.01 -0.035
C 4.07390 -0.96767 1.48397 -0.05 -0.06 -0.05 -0.074
C 2.69755 0.57651 0.05862 -0.28 -0.25 -0.58 -0.134
H 5.66692 -0.92237 -0.73943 0.04 -0.04 0.00 0.079
H 5.46153 0.73753 -0.17213 0.01 0.01 0.01 0.082
H 4.72593 0.22871 -1.69834 0.00 0.01 -0.03 0.078
H 3.68164 -2.52926 -0.70341 0.06 -0.06 0.00 0.090
H 2.77079 -1.39059 -1.70980 0.01 0.01 -0.03 0.089
H 2.08271 -1.96240 -0.18953 -0.03 -0.01 0.02 0.072
H 4.87979 -1.70346 1.45417 0.02 -0.05 0.00 0.080
H 3.21349 -1.41637 1.97401 -0.06 -0.02 0.06 0.056
H 4.39968 -0.11606 2.08066 0.03 0.04 0.02 0.081
H 2.62656 0.96053 -0.96847 0.08 0.08 -0.01 0.036
```
Positions in Å, forces in eV/Å.

=====

The following energy above the lowest of the compared OMol25 structures with the same formula, charge and spin values (in kJ/mol) correspond, in order, to the records above: 0.00; 276.11; 9.72; 0.00.
The following energy values (in Eh) correspond, in order, to the records above: -2584.8506; -1354.2538; -4213.3655; -2099.5090.